# 1
The following is a DFT calculation (ωB97M-V/def2-TZVPD) of 2 unconnected molecules or ions with the total composition C4H5NO2.

Each line ends with the Mulliken charge.
Element x y z (Å)
C -0.474 0.097 2.016  -0.5753
C -0.418 -0.398 0.779  -0.1254
N -1.333 -0.106 -0.267  0.8825
O -2.193 0.703 -0.041  -0.5857
O -1.187 -0.683 -1.328  -0.4885
H 0.292 -0.253 2.794  0.2411
H -1.275 0.913 2.300  0.2477
H 0.233 -1.255 0.554  0.3791
C 1.947 -0.215 -1.810  -0.4784
C 1.235 0.718 -1.587  -0.4932
H 2.652 -0.928 -1.977  0.4513
H 0.522 1.407 -1.433  0.5446

ΔE to the lowest compared entry with this formula, charge and spin = 644.3 kJ/mol
HOMO energy = -10.524 eV
Total energy = -360.42401 Eh
Gap between HOMO and LUMO = 9.897 eV
Charge = 0

# 2
The following is a DFT calculation (ωB97M-V/def2-TZVPD) of a molecular structure, C4H8N2O.

Each line ends with the Mulliken charge.
Element x y z (Å)
O 3.190 -0.257 0.054  -0.4796
C 1.922 -0.051 -0.125  0.7067
N 1.963 -1.160 -0.752  -0.5003
C -1.093 -1.280 -0.203  -1.0779
C -1.207 0.099 0.450  -0.3497
C -0.253 1.135 -0.145  -0.6051
N 1.141 0.953 0.270  -0.1452
H -0.057 -1.627 -0.247  0.3696
H -1.483 -1.261 -1.227  0.2911
H -1.654 -2.030 0.362  0.3052
H -1.014 0.036 1.528  0.2785
H -2.231 0.477 0.335  0.3137
H -0.530 2.139 0.188  0.3452
H -0.314 1.128 -1.241  0.3023
H 1.618 1.699 0.754  0.2454

ΔE to the lowest compared entry with this formula, charge and spin = 389.7 kJ/mol
HOMO energy = -9.194 eV
Total energy = -341.85522 Eh
Gap between HOMO and LUMO = 9.792 eV
Charge = 0

# 3
The following is a DFT calculation (ωB97M-V/def2-TZVPD) of a gas-phase ion, C6H10N5 (charge +1).

Each line ends with the Mulliken charge.
Element x y z (Å)
C 1.747 1.205 -0.560  0.0004
C 2.391 -0.514 0.712  -0.1595
C -0.633 -1.247 -1.707  -0.3262
C -0.218 0.507 -0.360  -0.8102
C 0.034 -0.855 0.328  1.8559
C -1.119 -1.055 1.406  -1.5347
N 2.674 0.597 -0.056  -0.3955
N 1.309 -1.078 0.936  -0.5220
N -0.032 -1.801 -0.735  -0.6722
N -0.739 0.108 -1.610  -0.1295
N -0.975 1.676 0.392  -0.1620
H 1.924 1.924 -1.396  0.3638
H 3.233 -0.872 1.188  0.4938
H -0.878 -1.615 -2.670  0.4510
H -1.050 -0.192 2.133  0.3035
H -0.925 -2.010 1.765  0.4502
H -2.013 -1.067 0.834  0.4162
H -1.526 0.561 -2.030  0.2532
H -0.246 2.107 1.006  0.3874
H -1.753 1.340 0.856  0.3278
H -1.205 2.281 -0.434  0.4086

ΔE to the lowest compared entry with this formula, charge and spin = 423.3 kJ/mol
HOMO energy = -12.373 eV
Total energy = -508.00925 Eh
Gap between HOMO and LUMO = 8.219 eV
Charge = +1

# 4
The following is a DFT calculation (ωB97M-V/def2-TZVPD) of a molecular structure, C33H50BaN7O2.

Each line ends with the Mulliken charge.
Element x y z (Å)
Ba -0.951 0.614 0.225  0.8609
C -3.475 0.467 2.640  -0.6414
C -4.320 -0.170 1.537  -1.0624
N -3.654 -0.279 0.236  0.0904
C -3.665 -1.603 -0.383  -0.6774
C -2.883 -2.645 0.417  -0.8205
N -1.531 -2.224 0.800  0.1979
C -1.212 -2.389 2.219  -0.1391
C -2.052 -1.503 3.143  -1.0170
N -2.129 -0.099 2.741  0.4752
H -3.361 1.536 2.453  0.3123
H -4.042 0.343 3.574  0.4138
H -4.641 -1.167 1.849  0.2671
H -5.239 0.416 1.453  0.5090
H -4.001 0.414 -0.416  0.3238
H -4.684 -1.999 -0.498  0.3597
H -3.233 -1.503 -1.382  0.1394
H -3.441 -2.891 1.322  0.3052
H -2.859 -3.568 -0.168  0.4695
H -0.838 -2.698 0.234  0.1389
H -1.369 -3.420 2.566  0.2814
H -0.152 -2.155 2.349  -0.2775
H -3.066 -1.906 3.209  0.5041
H -1.638 -1.601 4.150  0.4186
H -1.563 0.491 3.337  -0.1977
C 2.129 -2.945 0.821  -1.5849
C 2.465 -2.289 -0.495  1.5400
C 2.836 -3.084 -1.578  -0.9524
C 3.203 -2.521 -2.785  -1.1050
C 3.193 -1.140 -2.929  -0.8215
C 2.798 -0.317 -1.886  1.2080
C 2.750 1.177 -2.052  -1.3099
C 2.443 -0.907 -0.666  -0.8495
N 1.986 -0.037 0.369  1.2553
C 2.789 0.341 1.280  0.1580
C 4.224 -0.082 1.395  -1.9196
C 2.261 1.299 2.328  0.8542
C 3.261 1.953 3.240  -2.1785
N 1.008 1.498 2.373  1.0456
C 0.451 2.364 3.358  -0.5042
C 0.061 1.833 4.588  1.1551
C 0.409 0.416 4.974  -1.2969
C -0.602 2.666 5.485  -1.1121
C -0.847 3.991 5.172  -1.0557
C -0.403 4.510 3.964  -1.0430
C 0.259 3.712 3.041  1.3398
C 0.803 4.282 1.762  -1.1628
H 3.009 -3.448 1.227  0.5344
H 1.358 -3.709 0.697  0.5346
H 1.787 -2.231 1.567  -0.2889
H 2.850 -4.161 -1.457  0.4981
H 3.506 -3.153 -3.610  0.4819
H 3.508 -0.692 -3.865  0.5800
H 3.082 1.465 -3.049  0.4313
H 3.387 1.689 -1.328  0.3469
H 1.733 1.556 -1.913  0.1723
H 4.504 -0.773 0.605  0.4362
H 4.399 -0.557 2.362  0.3539
H 4.880 0.789 1.346  0.4595
H 4.004 2.498 2.656  0.4704
H 3.800 1.204 3.823  0.4189
H 2.776 2.645 3.923  0.4671
H 0.436 -0.253 4.112  -0.1057
H -0.305 0.025 5.699  0.4873
H 1.397 0.373 5.439  0.3830
H -0.919 2.267 6.441  0.4796
H -1.365 4.627 5.877  0.4474
H -0.570 5.553 3.729  0.4206
H 0.542 5.334 1.671  0.4537
H 0.389 3.759 0.900  0.0814
H 1.893 4.201 1.722  0.2820
N -0.401 -0.594 -2.335  -0.3856
C -0.460 -0.541 -3.492  0.0831
N -0.539 -0.494 -4.795  0.1039
C 0.625 -0.174 -5.626  -0.2813
C 0.877 -1.299 -6.619  -0.5362
C -0.389 -1.600 -7.419  -0.7453
C -1.559 -1.930 -6.493  -0.5728
C -1.791 -0.802 -5.497  -0.7266
H 1.478 -0.012 -4.969  -0.0196
H 0.421 0.763 -6.155  0.3217
H 1.195 -2.191 -6.072  0.2744
H 1.694 -1.014 -7.285  0.3703
H -0.211 -2.426 -8.108  0.3352
H -0.645 -0.729 -8.032  0.3273
H -1.349 -2.852 -5.944  0.2885
H -2.471 -2.093 -7.069  0.3587
H -2.545 -1.063 -4.756  0.3782
H -2.125 0.102 -6.014  0.3269
O -2.150 2.432 -1.291  -0.7073
C -2.348 3.204 -0.318  0.0132
O -1.989 2.967 0.865  -0.4251
H -2.875 4.157 -0.514  0.4983

ΔE to the lowest compared entry with this formula, charge and spin = 11.7 kJ/mol
HOMO energy = -10.868 eV
Total energy = -1846.70688 Eh
Gap between HOMO and LUMO = 8.344 eV
Charge = +1

# 5
The following is a DFT calculation (ωB97M-V/def2-TZVPD) of 2 unconnected molecules or ions with the total composition C5H12OS2.

Each line ends with the Mulliken charge.
Element x y z (Å)
C 2.685 -0.715 1.165  -1.0044
C 1.945 0.315 0.783  0.8296
C 2.103 1.061 -0.498  -1.0391
O 0.934 0.775 1.604  -0.4638
H 3.526 -1.049 0.574  0.2637
H 2.467 -1.215 2.094  0.2859
H 3.045 0.794 -0.964  0.3648
H 1.291 0.842 -1.192  0.2557
H 2.104 2.136 -0.311  0.3074
H 0.242 1.157 1.052  0.2007
C -2.224 -1.724 -1.069  -1.3273
C -1.538 -0.574 -0.358  -0.0566
S -2.176 0.998 -1.043  -0.0570
S -1.913 2.349 0.491  -0.2666
H -2.104 -1.681 -2.152  0.3472
H -3.289 -1.699 -0.854  0.3527
H -1.831 -2.672 -0.715  0.3607
H -0.458 -0.598 -0.484  0.0731
H -1.775 -0.590 0.699  0.3982
H -3.035 2.091 1.178  0.1748

ΔE to the lowest compared entry with this formula, charge and spin = 55.7 kJ/mol
HOMO energy = -8.845 eV
Total energy = -1069.29897 Eh
Gap between HOMO and LUMO = 9.302 eV
Charge = 0